No. 1
A structure of composition H24Na2O16S at a distorted geometry, computed with ωB97M-V with the def2-TZVPD basis set.

Element x y z (Å)
H 2.72842 -0.04013 -1.67384
Na -2.30849 -0.88276 2.32191
H -0.20808 3.27624 -2.69830
H -4.53303 -0.68788 0.52582
H -2.46800 1.38174 0.38143
O -2.99181 2.18557 0.21356
O 2.90453 -0.97634 -1.53937
H 0.55714 2.34052 -1.73796
O -0.35092 -2.67008 -2.03158
O 2.66812 1.55846 -3.72538
H 0.77917 2.65403 0.36686
O -1.31295 -0.02572 0.46811
O 0.77185 3.49107 0.85903
H -1.45095 0.30727 -1.59315
S 0.17601 0.04793 0.38588
O 1.47028 -3.33691 1.73352
H 1.94313 1.95870 -3.23208
O 0.54365 0.96488 -0.68687
H 2.14324 -1.30962 -1.03939
H -2.24677 -3.35826 0.13714
O 0.56779 3.23630 -2.13194
O -4.15339 -0.91638 -0.32754
O 0.67239 0.47391 1.72097
H 3.26129 -1.27655 2.15537
O -1.76654 0.34689 -2.50599
H 0.09506 -0.89863 4.20822
H -1.02400 -2.52359 0.47315
H 3.31755 2.26208 -3.80929
O 3.27462 -0.37491 2.49861
H 2.54415 0.06288 2.04379
H 1.13784 -2.67201 1.10179
O 0.72980 -1.30639 0.14367
H -0.27974 -1.93164 -2.64639
H -2.72950 2.81952 0.88645
H 0.06606 -2.34953 -1.21815
H 0.10617 -1.02014 2.68524
O -0.22722 -1.45705 3.49505
H -3.25387 -0.56355 -0.31309
H -1.50057 1.21460 -2.81846
H 1.32335 4.07455 0.32915
Na -0.02097 2.31744 3.28871
O -1.75360 -3.00431 0.88615
H 0.79880 -3.39222 2.41917

Calculated values
Highest occupied orbital energy in eV: -9.75
E_tot in eV: -52821.662
ΔE to the lowest compared entry with this formula, charge and spin in eV: 1.314
Multiplicity: 1
Orbital gap in eV: 6.98
Lowest unoccupied orbital energy in hartree: -0.102

Atomic partial charges in e from the natural (NBO) method, atoms 1 to 6: 0.47, 0.96, 0.47, 0.44, 0.48, -0.95

No. 2
A structure of composition C31H29AsAuP at a distorted geometry, computed with ωB97M-V with the def2-TZVPD basis set.

Element x y z (Å)
C 3.77443 -3.79257 0.63591
C -2.86371 5.38730 -0.12758
H 2.67498 5.22758 0.31623
C -1.10871 -3.31650 0.90526
H -4.10312 -3.63199 3.32776
H -2.82097 -2.25352 -2.22172
H 4.40345 -5.83647 0.76893
C -0.73539 0.31501 -1.52405
H -4.11657 4.44080 -1.69357
C 3.70896 -5.09205 1.12955
C -3.34012 -4.07866 1.37394
C 3.68951 3.47941 -0.41049
C 1.19906 2.25757 -0.37549
C -1.29385 -1.51596 -3.53479
H 0.68584 1.15437 -2.89272
C -1.04368 -2.77748 2.18600
C -2.11574 -2.88574 3.05516
C 2.79011 -5.42155 2.11702
C -0.31559 -0.55125 -3.72652
C -2.02434 -1.53863 -2.35546
As 0.64060 -1.87566 2.68942
C -2.29928 5.56941 -2.34525
H 1.72164 0.06088 1.39606
H -4.22880 -4.60507 1.06036
H 4.65629 3.95638 -0.43694
C 2.31796 1.54165 -0.79782
H -2.05069 -2.47666 4.05725
Au -1.98249 3.30382 -0.37219
H -1.50586 -2.22984 -4.31321
C -3.18809 4.90331 -1.40399
H -1.34067 0.04677 1.44474
H 4.42130 1.61220 -1.15805
C -1.75329 -0.62723 -1.35148
H -0.70993 7.06017 -2.06542
C -0.37501 0.54969 1.32852
C -1.47100 6.43242 -1.64317
C -3.27075 -3.53729 2.64703
H 4.48994 -3.53588 -0.13035
C 2.57983 4.19686 0.00956
H -0.26410 -3.24665 0.22947
C 1.33912 3.58755 0.02165
H 3.02071 -1.79998 0.78297
P -0.46520 1.55532 -0.23499
H 1.23021 -4.69902 3.39833
C 1.93201 -4.45553 2.60796
H 2.76168 -6.42189 2.52232
C 2.93565 -2.81789 1.14075
H -3.49719 5.35546 0.74152
H 0.23498 -0.51155 -4.65355
C 1.96878 -3.15689 2.08575
H 0.76390 -0.98897 0.32105
C 0.76520 -0.45477 1.27957
C -0.04866 0.37632 -2.73356
C -2.26665 -3.96185 0.50772
H -2.30112 5.39588 -3.40619
H -0.25879 1.25476 2.15812
C -1.78882 6.35307 -0.29647
C 3.55593 2.16020 -0.81694
H 2.21848 0.51652 -1.12952
H -1.34142 6.92188 0.49954
H -2.31019 -4.38721 -0.48427
H -2.34336 -0.63435 -0.44490
H 0.46262 4.14401 0.33520

Calculated values
Highest occupied orbital energy (alpha / beta) in eV: -14.12 / -14.28
Charge: +2
E_tot in eV: -106420.605
ΔE to the lowest compared entry with this formula, charge and spin in eV: 0.479
Multiplicity: 3
Orbital gap (alpha / beta) in eV: 9.23 / 5.15
Lowest unoccupied orbital energy (alpha / beta) in hartree: -0.180 / -0.335

Atomic partial charges in e from the natural (NBO) method, atoms 1 to 6: -0.18, -0.33, 0.24, -0.23, 0.24, 0.23

No. 3
A cluster of 2 separate species, C19H16N6S in total at a distorted geometry, computed with ωB97M-V with the def2-TZVPD basis set.

Element x y z (Å)
H 2.18063 -5.78318 -1.06181
H -0.45686 3.05722 -2.30914
N 2.53756 -1.55609 -3.40709
C -1.71164 3.85053 -0.73668
H -0.01347 5.10363 -1.00939
C 2.06625 -3.84842 3.11878
C 0.22424 -3.78510 -1.45164
H -0.75437 -3.31325 -0.93761
N 2.62295 -5.24573 1.11004
C -1.12174 2.56896 -1.42599
N 0.79655 -1.34435 -1.87403
H -0.73527 1.43854 0.39985
H 1.53788 -2.53049 4.68880
C 1.44670 -2.84187 3.43975
C 1.16827 -2.62774 -2.10461
H -0.14184 -1.39493 3.22290
C 1.69004 -0.60619 -2.57417
N 1.14871 -4.18188 -0.10028
C -3.35147 4.67169 0.61339
C -0.22715 1.71109 -0.39969
C 1.93469 -5.12173 -0.03380
C -2.74920 6.00642 0.73549
H -0.52845 -1.91870 1.00834
C 0.39723 -2.12897 2.98008
C 0.39203 -2.49664 1.51893
S 1.87064 1.04247 -2.30547
H 0.84658 2.61347 0.03040
H -0.96703 7.19102 0.04086
C -1.15123 5.17459 -0.58104
C 1.63754 -4.36402 1.87011
H 0.03965 -4.59683 -2.15365
N 0.16967 -0.47007 -0.93366
H -1.84535 1.94120 -1.62295
H -3.48906 2.62212 -0.06413
C -2.97233 3.61793 -0.23609
H -3.00220 6.71061 1.40727
C 1.03268 -3.47175 0.97535
C -1.66007 6.23696 0.02871
C 0.44155 0.71044 -1.38966
N 2.01740 -2.69045 -3.18148
H -4.16457 4.54829 1.12633
H 2.84384 -4.49882 3.57870

Calculated values
Highest occupied orbital energy in eV: -8.20
E_tot in eV: -39723.120
Multiplicity: 1
Orbital gap in eV: 7.72
Lowest unoccupied orbital energy in hartree: -0.017

Atomic partial charges in e from the natural (NBO) method, atoms 1 to 6: 0.19, 0.22, -0.21, -0.01, 0.20, -0.24

No. 4
A cluster of 2 separate species, C2H8NS2 in total at a distorted geometry, computed with ωB97M-V with the def2-TZVPD basis set.

Element x y z (Å)
C 1.20404 -0.21411 0.12230
H -0.99094 0.43145 1.41405
S -1.21342 1.79341 -1.09278
H -1.55554 -1.02524 1.77645
N -0.68601 -0.52010 1.63525
H 0.25618 -2.03989 0.57197
C -0.07435 -1.00842 0.38763
H 2.06398 -0.53122 0.71447
H -0.73626 -0.93153 -0.47489
S 1.70806 -0.25773 -1.61669
H 0.99777 0.83936 0.33382
H 0.76378 0.59933 -2.06262
H -1.73730 2.86469 -1.70896

Calculated values
Highest occupied orbital energy in eV: -3.15
Charge: -1
E_tot in eV: -25365.572
ΔE to the lowest compared entry with this formula, charge and spin in eV: 0.001
Multiplicity: 1
Orbital gap in eV: 6.72
Lowest unoccupied orbital energy in hartree: 0.131

Atomic partial charges in e from the natural (NBO) method, atoms 1 to 6: -0.53, 0.38, -1.06, 0.34, -0.85, 0.16

No. 5
A structure of composition C31H50BrN2O5PSbV at a distorted geometry, computed with ωB97M-V with the def2-TZVPD basis set.

Element x y z (Å)
H 2.63090 3.43355 -3.65428
C 0.21368 2.55790 6.39847
H -1.11516 -4.18022 -2.21720
H 0.48048 -3.60464 2.84132
C -3.00824 1.76194 -1.21229
H 0.42437 -2.11269 -2.20432
O -2.30208 -3.13628 -0.84819
H -2.35855 0.91485 -3.06237
H -3.91535 -2.90181 1.59608
C -2.23988 0.81660 -0.32757
H -1.87486 2.11227 1.27523
H -2.52437 -3.31859 -2.86486
H -4.03863 -4.95920 -1.73102
H 4.24256 -0.43652 -0.51252
C 2.47528 -0.70589 -4.66655
H 3.80608 2.11412 -0.01610
H 2.99841 0.00327 3.91892
H -4.49479 3.39686 1.06042
C 0.72573 -4.58835 2.43724
H -0.15001 2.18009 -3.26358
C 3.78848 1.12775 -1.95564
H 1.48314 -3.80265 0.55478
H 0.43772 -0.44610 -4.01789
N -0.37825 0.77325 1.11676
C 0.45445 1.66196 5.37112
V 0.08765 -0.66115 -0.28017
H -2.83451 -4.29236 1.78427
H -0.12962 3.20250 -1.00136
C -2.98898 -3.05282 3.55449
C 1.28233 -2.06328 -2.90360
C 2.07019 0.55342 3.80187
C 1.26163 3.28825 6.94251
H -3.05475 -1.99384 3.80329
H -0.02592 4.43410 -2.25790
O -0.51394 -4.32141 0.34855
C 4.11016 2.31160 -1.04801
O -1.40380 -0.03102 -1.09621
C 2.80821 2.19457 5.46741
H 2.55778 0.25208 -5.17915
C 0.50159 3.59505 -1.79993
H 5.61432 0.07526 -1.48470
C 1.35167 0.33335 2.69081
H 3.62672 3.23467 -1.37017
H -5.17408 4.36585 -0.92083
H 1.78243 2.41913 -4.82741
O -1.90291 -2.44780 1.49179
H -2.08793 -3.46723 4.00558
H -3.65288 2.48745 -4.45725
C -2.16995 -3.95207 -2.05379
H 1.10242 -2.85612 -3.63360
H -2.92814 -5.79816 -2.81440
H 2.24016 -1.45894 -5.42213
H -0.35293 1.04198 5.00317
H -0.02283 -5.30380 2.77566
C -3.69146 2.56369 -3.37963
H 3.82246 2.04107 5.12079
C -3.82106 2.72855 -0.62217
H -0.07876 1.95842 2.77955
H 5.18675 2.48974 -1.04107
H 1.41514 3.99521 -1.35463
C 0.80225 2.54611 -2.86786
Sb 1.67885 0.77136 -2.03795
P -1.13770 -2.87097 0.17868
N -1.36294 1.56890 0.58430
C 0.79325 -4.56680 0.93112
H 3.45868 -0.95322 -4.26206
C -2.99151 -5.20433 -1.90223
Br 1.93380 -1.08978 1.52635
C -2.96095 1.68262 -2.59656
H 1.15092 4.00379 -4.40557
H 1.07126 3.98384 7.74842
C -4.48091 3.52936 -2.77569
H -5.05397 4.21973 -3.37945
C 2.55781 3.10223 6.48152
C -2.99680 -3.25104 2.06363
C 1.75301 1.49306 4.87873
H 3.37514 3.65455 6.92411
C 4.54218 -0.12579 -1.51679
H -0.78710 2.67053 6.79250
H -2.62655 -5.81192 -1.07490
C -4.55122 3.61578 -1.39332
O -3.85119 2.74782 0.75249
H 4.06550 1.37308 -2.98438
H 1.68990 -4.89495 2.84424
C 1.64493 3.11787 -4.00155
C 0.21727 1.08363 2.20887
H -2.90812 0.16206 0.24789
H 2.17795 -2.33722 -2.33887
H -3.85110 -3.55486 3.99320
C 1.40809 -0.70005 -3.58040
H 4.38945 -0.96993 -2.19198
H 1.10158 -5.52285 0.51591

Calculated values
Highest occupied orbital energy (alpha / beta) in eV: -13.26 / -13.26
Charge: +2
E_tot in eV: -157719.788
ΔE to the lowest compared entry with this formula, charge and spin in eV: 0.000
Multiplicity: 3
Orbital gap (alpha / beta) in eV: 6.86 / 7.12
Lowest unoccupied orbital energy (alpha / beta) in hartree: -0.235 / -0.226

Atomic partial charges in e from the Löwdin method, atoms 1 to 6: 0.08, -0.06, 0.10, 0.05, -0.11, 0.02